The following is a DFT calculation (wB97M-V/def2-TZVPD) of a structure of composition C26H29N6O4PbS.

XYZ file:
```
67
C26H29N6O4PbS wB97M-V/def2-TZVPD
Pb 0.600 -0.426 0.334
O -0.885 3.263 -2.190
C -0.563 3.175 -0.882
O -1.359 2.870 -0.037
C 0.884 3.501 -0.641
C 1.404 4.723 -1.024
C 2.733 4.985 -0.710
C 3.472 4.017 -0.059
C 2.876 2.792 0.247
N 1.594 2.552 -0.033
C 3.720 1.675 0.919
O 4.605 2.093 1.689
O 3.384 0.515 0.590
H -1.797 2.953 -2.279
H 0.782 5.448 -1.533
H 3.171 5.942 -0.968
H 4.505 4.164 0.224
C -4.239 -4.765 -0.132
C -3.392 -4.059 -1.191
N -1.962 -4.066 -0.905
C -1.350 -3.203 -0.045
S 0.386 -3.206 -0.089
N -2.144 -2.494 0.730
N -1.592 -1.426 1.356
C -2.239 -0.925 2.350
C -3.471 -1.565 2.921
C -1.753 0.345 2.935
C -2.439 0.959 3.983
C -1.972 2.161 4.488
C -0.825 2.719 3.954
C -0.193 2.038 2.923
N -0.646 0.897 2.422
H -5.286 -4.795 -0.448
H -3.883 -5.787 0.023
H -4.161 -4.230 0.808
H -3.526 -4.562 -2.149
H -3.726 -3.025 -1.300
H -1.338 -4.502 -1.554
H -3.633 -2.512 2.421
H -3.351 -1.745 3.993
H -4.354 -0.933 2.777
H -3.324 0.499 4.401
H -2.498 2.649 5.300
H -0.428 3.658 4.314
H 0.721 2.416 2.484
C 2.934 -1.808 -2.294
N 1.797 -0.898 -2.306
C 2.186 0.394 -2.848
C 0.661 -1.456 -3.021
C -0.659 -0.748 -2.760
C -1.612 -0.765 -3.780
C -2.884 -0.244 -3.580
C -3.204 0.304 -2.346
C -2.250 0.317 -1.333
C -0.958 -0.194 -1.499
H 3.373 -1.927 -3.299
H 2.609 -2.788 -1.936
H 3.685 -1.423 -1.603
H 2.469 0.314 -3.912
H 3.035 0.775 -2.281
H 1.361 1.099 -2.761
H 0.549 -2.484 -2.671
H 0.863 -1.496 -4.107
H -1.357 -1.211 -4.739
H -3.619 -0.279 -4.378
H -4.195 0.713 -2.175
H -2.522 0.755 -0.374
```

As for the charge: -1. The HOMO energy is -4.33 eV. The calculation puts the relative energy (zero: lowest compared OMol25 entry of this formula, charge and spin) at 0.000 eV.



The following is a DFT calculation (wB97M-V/def2-TZVPD) of a structure of composition C26H29N6O6S2 at a distorted geometry.

XYZ file:
```
69
C26H29N6O6S2 wB97M-V/def2-TZVPD
O -1.210 0.812 -6.748
S -1.979 -0.328 -6.150
O -3.344 -0.399 -6.756
N -2.023 -0.146 -4.494
S -2.074 -1.630 -3.728
O -1.483 -2.753 -4.539
O -3.448 -2.033 -3.296
C -0.997 -1.508 -2.221
O 0.232 -2.162 -2.416
O 1.018 -1.429 -3.335
H -1.331 -1.479 -6.531
H -0.892 -0.466 -1.877
H -1.525 -2.081 -1.444
H 1.077 -1.997 -4.109
N -2.166 1.882 -1.824
C -2.066 2.211 -0.531
C -1.539 3.412 -0.079
C -1.084 4.321 -1.021
C -1.173 3.998 -2.367
C -1.721 2.772 -2.713
H -2.430 1.465 0.166
H -1.486 3.627 0.980
H -0.662 5.270 -0.711
H -0.826 4.682 -3.131
H -1.815 2.474 -3.752
N 2.982 3.519 -1.003
C 2.293 3.888 -2.088
C 2.881 4.211 -3.301
C 4.261 4.151 -3.398
C 4.996 3.771 -2.286
C 4.311 3.466 -1.121
H 1.218 3.923 -1.963
H 2.272 4.500 -4.147
H 4.758 4.395 -4.329
H 6.076 3.712 -2.322
H 4.843 3.161 -0.226
N -1.438 -4.590 -0.999
C -1.753 -5.134 -2.181
C -1.398 -6.422 -2.551
C -0.674 -7.189 -1.654
C -0.335 -6.644 -0.425
C -0.741 -5.349 -0.149
H -2.316 -4.494 -2.852
H -1.681 -6.812 -3.519
H -0.376 -8.200 -1.908
H 0.231 -7.211 0.303
H -0.502 -4.880 0.800
N -1.842 -0.006 2.147
C -0.623 -0.023 2.696
C -0.290 -0.770 3.814
C -1.278 -1.544 4.402
C -2.550 -1.541 3.852
C -2.777 -0.761 2.730
H 0.115 0.600 2.201
H 0.716 -0.746 4.213
H -1.058 -2.142 5.279
H -3.347 -2.132 4.282
H -3.754 -0.730 2.261
N 2.474 0.609 5.618
C 1.849 1.788 5.517
C 1.402 2.519 6.606
C 1.606 2.001 7.874
C 2.249 0.780 8.004
C 2.662 0.131 6.851
H 1.707 2.152 4.505
H 0.905 3.469 6.463
H 1.270 2.541 8.750
H 2.428 0.342 8.977
H 3.172 -0.824 6.903
```

As for the charge: -1. The HOMO energy is -5.39 eV.



The following is a DFT calculation (wB97M-V/def2-TZVPD) of a structure of composition C26H30BBrCl2N8O5W at a distorted geometry.

XYZ file:
```
74
C26H30BBrCl2N8O5W wB97M-V/def2-TZVPD
W -0.785 -0.237 0.418
C 3.593 4.440 -1.350
N 2.158 4.294 -1.507
C 1.330 5.450 -1.208
C 1.545 3.077 -1.526
O 0.340 2.951 -1.415
C 2.463 1.866 -1.691
O 1.774 0.659 -1.683
C 0.975 0.414 -2.821
C -0.072 -0.623 -2.432
O -0.925 -0.034 -1.493
N -0.853 -0.955 -3.620
C -2.188 -1.459 -3.324
C -0.181 -1.845 -4.551
H 3.879 5.445 -1.659
H 4.133 3.738 -1.981
H 3.914 4.295 -0.313
H 1.826 6.346 -1.579
H 1.158 5.558 -0.132
H 0.365 5.336 -1.692
H 3.151 1.832 -0.843
H 3.065 1.977 -2.605
H 1.604 0.045 -3.641
H 0.438 1.307 -3.141
H -2.722 -0.764 -2.685
H -2.177 -2.449 -2.838
H -2.729 -1.558 -4.266
H 0.823 -1.494 -4.784
H -0.746 -1.869 -5.482
H -0.110 -2.882 -4.182
Br -0.417 -3.138 2.881
C -0.661 -1.425 3.616
C -0.701 -1.303 4.999
C -1.007 -0.071 5.545
C -1.303 0.987 4.698
C -1.224 0.772 3.340
N -0.862 -0.401 2.801
C -1.612 1.860 2.359
O -1.930 2.954 2.757
O -1.589 1.483 1.109
H -0.507 -2.169 5.615
H -1.043 0.052 6.619
H -1.600 1.963 5.051
B 2.544 -1.218 1.388
N 2.315 0.327 1.410
C 3.187 1.258 1.797
C 2.544 2.487 1.841
C 1.238 2.202 1.457
N 1.107 0.893 1.211
N 1.973 -1.732 0.041
C 2.685 -2.241 -1.015
C 1.908 -2.365 -2.105
C 0.549 -1.883 -1.727
N 0.700 -1.552 -0.314
H 1.971 -1.716 2.319
H 3.731 -1.420 1.395
H 4.205 0.981 2.014
H 2.958 3.442 2.112
H 0.408 2.873 1.309
H 3.731 -2.459 -0.874
H 2.201 -2.752 -3.066
H -0.213 -2.668 -1.818
Cl -4.524 -0.136 1.751
C -4.374 -1.800 1.296
C -5.453 -2.647 1.460
C -5.337 -3.983 1.112
C -4.140 -4.460 0.603
C -3.068 -3.602 0.439
Cl -1.592 -4.250 -0.203
C -3.148 -2.241 0.769
N -2.122 -1.361 0.603
H -6.374 -2.251 1.864
H -6.177 -4.652 1.239
H -4.025 -5.499 0.329
```

As for the charge: 0. The HOMO energy (spin up / spin down) is -6.80 / -8.10 eV. The calculation puts the relative energy (zero: lowest compared OMol25 entry of this formula, charge and spin) at 0.740 eV. As for the multiplicity: 3.



The following is a DFT calculation (wB97M-V/def2-TZVPD) of a structure of composition C26H30ClF6N3O4PPtS2.

XYZ file:
```
74
C26H30ClF6N3O4PPtS2 wB97M-V/def2-TZVPD
Pt -1.917 -1.021 1.269
C -2.795 -0.444 4.015
N -2.549 -1.610 3.113
C -1.577 -2.526 3.779
C -3.815 -2.366 2.854
C -4.675 -1.548 1.931
N -3.855 -1.162 0.727
C -4.328 0.145 0.194
C -4.001 -2.199 -0.337
H -3.251 -0.804 4.939
H -3.449 0.281 3.540
H -1.843 0.027 4.242
H -1.370 -3.371 3.126
H -2.022 -2.877 4.712
H -0.663 -1.984 4.001
H -4.311 -2.575 3.804
H -3.531 -3.312 2.391
H -5.030 -0.637 2.408
H -5.547 -2.112 1.599
H -5.382 0.065 -0.076
H -3.748 0.389 -0.696
H -4.198 0.917 0.949
H -5.044 -2.227 -0.653
H -3.706 -3.170 0.055
H -3.370 -1.936 -1.182
F 0.841 -3.415 -2.825
C 0.164 -4.068 -1.896
F -0.952 -4.557 -2.383
F 0.900 -4.995 -1.343
S -0.336 -2.877 -0.551
O -0.950 -1.663 -1.066
O -1.067 -3.665 0.393
N 1.146 -2.483 0.040
S 1.262 -1.247 0.891
O 1.534 0.006 0.050
O 0.187 -0.943 1.844
C 2.837 -1.459 1.918
F 3.290 -0.253 2.174
F 2.479 -2.079 3.009
F 3.680 -2.152 1.206
Cl -0.985 1.754 0.755
C -0.852 2.124 -0.952
C -1.948 2.683 -1.573
C -1.894 2.968 -2.934
C -0.755 2.678 -3.669
C 0.346 2.124 -3.039
C 0.323 1.845 -1.666
P 1.878 1.368 -0.955
C 3.012 0.723 -2.126
C 2.803 -0.545 -2.685
C 3.659 -0.998 -3.668
C 4.706 -0.190 -4.105
C 4.901 1.076 -3.566
C 4.057 1.542 -2.573
C 2.579 2.588 0.082
C 1.873 3.766 0.366
C 2.468 4.741 1.143
C 3.755 4.548 1.634
C 4.462 3.382 1.348
C 3.884 2.402 0.569
H -2.833 2.912 -0.994
H -2.751 3.422 -3.413
H -0.715 2.892 -4.728
H 1.236 1.913 -3.619
H 1.983 -1.171 -2.353
H 3.515 -1.979 -4.101
H 5.376 -0.554 -4.872
H 5.712 1.698 -3.918
H 4.211 2.528 -2.154
H 0.884 3.937 -0.040
H 1.936 5.657 1.359
H 4.221 5.320 2.233
H 5.467 3.249 1.724
H 4.447 1.509 0.324
```

As for the charge: +3. The HOMO energy is -17.32 eV. The calculation puts the relative energy (zero: lowest compared OMol25 entry of this formula, charge and spin) at 0.000 eV.



Number 1: molar mass 728.82 g/mol. Number 2: molar mass 585.69 g/mol. Number 3: molar mass 880.04 g/mol. Number 4: molar mass 888.17 g/mol.